This record from OMol25 describes C37H35IrN4Sb as an isolated structure at a distorted geometry. The level of theory is the ωB97M-V functional and the def2-TZVPD basis.

Element x y z (Å)
H -4.55 1.20 -2.12
H -1.73 -1.62 -0.53
C 4.25 1.56 -2.89
H 1.15 -5.54 -4.52
H -3.15 3.69 0.56
C -0.33 -1.34 4.19
C 0.06 -4.45 -3.03
H -5.12 -3.28 1.45
H 0.50 2.44 -3.25
C -1.49 2.40 0.91
C 1.82 -2.35 -3.57
Sb 0.47 -0.30 -1.68
C -3.49 -2.50 0.29
C 1.55 2.19 -3.15
C -3.64 1.02 -4.05
C 2.52 3.04 -3.67
H -3.89 -2.79 -0.67
H 5.30 1.31 -2.79
H 2.22 3.94 -4.17
H 2.52 1.83 0.07
C 4.82 1.45 2.51
H 2.50 -1.55 -3.80
H -4.10 -2.57 3.59
H 0.05 -2.29 3.80
C 4.03 0.69 3.36
C 1.05 -4.59 -4.00
C 4.27 1.89 1.31
C -3.60 -2.37 2.66
C -2.50 0.62 -1.98
C -0.03 -3.27 -2.32
H -2.38 2.47 4.60
H 0.78 1.76 4.09
C 1.84 -0.42 3.89
H -2.52 0.58 -0.90
H 2.67 -3.66 -5.03
C -2.59 3.14 1.29
N -0.77 1.69 1.77
H -3.80 3.69 2.97
C -1.33 0.36 -4.07
H -0.44 0.12 -4.63
C 3.86 2.73 -3.52
C -2.37 -1.72 2.67
H -1.13 2.40 -0.12
C -2.48 0.73 -4.75
H -0.50 0.99 5.02
H -0.13 -1.33 5.27
Ir 0.21 -0.21 1.14
C -1.84 -1.28 4.00
H 2.09 -1.49 3.79
H 5.83 1.71 2.79
C -2.15 2.45 3.54
N -1.72 -1.46 1.53
H -2.21 -0.28 4.20
H -2.28 -1.93 4.76
C -0.07 1.07 4.02
C -2.94 3.14 2.63
H 2.04 -0.14 4.93
H -2.47 0.78 -5.83
H 4.61 3.42 -3.88
C 0.82 -2.21 -2.62
C 2.74 0.36 2.97
C -1.05 1.73 3.08
N 2.25 0.72 1.78
C 3.29 0.71 -2.37
C 1.91 -3.55 -4.27
H 4.41 0.35 4.31
C -1.36 0.31 -2.69
H -4.54 1.29 -4.58
H 4.83 2.53 0.65
H -0.61 -5.27 -2.80
C 1.94 1.01 -2.52
C -3.65 0.97 -2.67
H -0.77 -3.18 -1.54
H 3.59 -0.19 -1.84
C -2.28 -1.85 0.38
C -4.17 -2.77 1.46
N 0.42 -0.25 3.57
C 2.99 1.49 0.99

total energy: -54247.7000 eV
relative energy (zero: lowest compared OMol25 entry of this formula, charge and spin): 62.3 kcal/mol
total charge: +3
frontier orbital gap: 5.357 eV
molar mass: 849.7 g mol⁻¹
HOMO level: -16.388 eV